Entry 1:
C24H30N4Zr | ωB97M-V/def2-TZVPD

Geometry as XYZ:
```
59
Properties=species:S:1:pos:R:3:forces:R:3
C 1.419 1.481 2.529 -0.147 -0.022 0.149
Zr 0.040 -0.095 0.025 1.427 -1.638 -1.229
H 2.787 0.499 -0.287 0.074 0.006 -0.100
H 4.481 2.887 2.834 -0.003 0.010 0.001
H -4.005 3.113 -0.155 -0.004 -0.005 -0.012
C 1.153 -1.025 -4.257 -0.012 0.070 0.080
H 3.508 -0.694 -1.801 -0.005 0.135 0.111
H 2.900 -2.894 -3.325 -0.013 -0.075 0.026
C -2.305 1.825 -0.257 -0.010 -0.031 0.020
H 0.172 1.859 4.202 0.006 0.006 0.009
H -1.539 -0.729 3.440 0.018 0.044 0.006
C 2.728 1.002 0.673 -0.180 -0.087 -0.066
H 0.305 -3.201 -0.405 -0.009 0.038 -0.056
C -1.188 -4.384 0.588 -0.072 -0.067 0.078
H 0.161 0.210 3.632 -0.038 0.014 0.101
H 2.600 0.727 -2.435 0.059 0.034 0.004
C 2.079 -2.675 -2.638 -0.006 0.189 -0.117
C -2.554 -3.137 2.097 0.034 0.009 0.017
H -3.242 0.041 0.407 -0.014 -0.030 0.061
H 0.158 1.910 -2.410 0.012 -0.028 -0.010
H -3.295 4.440 -2.143 0.011 0.009 -0.012
H 2.426 -2.865 -1.620 0.011 -0.006 -0.001
H -2.812 -5.234 1.717 0.009 -0.005 0.003
C -0.506 -3.220 0.306 -0.007 -0.117 0.081
C 0.518 -0.929 -1.833 0.086 0.713 1.541
N -1.627 0.445 1.686 -0.320 0.046 -0.091
H 0.280 -1.647 -4.458 -0.020 0.018 0.011
C 1.645 -1.202 -2.812 0.069 -0.280 -0.195
H 1.258 -3.357 -2.869 -0.008 -0.013 0.012
C 2.884 -0.314 -2.614 -0.176 -0.173 -0.009
C -1.153 1.560 2.544 0.188 -0.024 0.149
H 2.318 2.689 4.041 -0.013 -0.027 0.008
N -1.143 1.491 -0.864 -0.983 1.192 -0.352
C -1.816 -2.011 1.783 -0.053 0.014 0.068
N 1.547 0.893 1.319 0.591 0.385 0.306
C -3.086 2.883 -0.678 -0.036 -0.004 -0.023
C 0.145 1.251 3.300 -0.020 0.034 -0.223
H 0.891 0.017 -4.459 -0.027 -0.006 -0.027
H -1.161 3.820 -3.288 0.057 -0.009 0.022
H -3.506 1.428 1.470 -0.030 -0.069 0.026
H -1.936 1.810 3.268 -0.037 -0.011 -0.036
C -0.754 2.231 -1.927 -0.054 -0.228 -0.046
H -3.361 -3.070 2.815 -0.006 0.016 -0.014
H 3.507 -0.328 -3.508 0.018 -0.025 0.014
C -1.498 3.281 -2.414 -0.062 0.220 0.023
H -3.137 -0.618 2.742 -0.002 0.037 0.017
C 2.454 2.214 3.079 0.054 -0.001 -0.024
H 4.731 1.737 0.625 -0.027 -0.022 -0.022
H 1.941 -1.314 -4.955 -0.018 0.032 -0.034
C -2.076 -0.706 2.492 0.026 -0.171 -0.089
C -2.686 3.623 -1.781 0.101 -0.129 0.038
C -2.758 0.914 0.857 -0.082 0.208 -0.126
N -0.808 -2.035 0.887 -0.291 -0.328 -0.136
H -0.396 -1.398 -2.250 -0.141 0.030 0.208
C -2.241 -4.344 1.491 0.056 0.086 -0.030
H -1.003 2.436 1.910 -0.061 0.020 -0.006
C 3.805 1.691 1.180 0.154 0.091 0.009
C 3.663 2.325 2.406 -0.128 -0.108 -0.090
H -0.913 -5.306 0.098 0.053 0.036 -0.026
```
Forces are in eV/Å.

Its multiplicity is 1. Its energy relative to the best compared isomer or geometry (same formula, charge and spin) is 0.067 eV. The calculation puts the highest occupied orbital energy at -12.57 eV. The calculation puts the HOMO-LUMO gap at 6.22 eV. The charge is +2.

Results of the Mulliken charge analysis, in e, for atoms 1 through 6: 0.876 0.897 -0.124 0.455 0.476 -1.731

Entry 2:
C24H30NO5PbS | ωB97M-V/def2-TZVPD

Geometry as XYZ:
```
62
Properties=species:S:1:pos:R:3:forces:R:3
C 2.727 0.561 4.251 -0.170 -0.339 0.233
H -0.862 -2.835 3.629 -0.126 0.306 0.064
C -1.002 1.353 -2.069 -0.431 -0.007 0.611
H 2.477 0.556 2.009 0.124 -0.192 0.203
C 1.713 -0.542 -3.834 1.452 -0.282 1.254
C -1.387 0.052 -0.028 -0.295 0.763 0.360
H 3.267 -1.889 -5.451 0.006 0.292 -0.070
H -2.096 -0.560 -1.974 0.037 0.209 0.108
Pb -0.386 1.149 2.962 0.284 -1.293 1.833
H -1.072 -1.831 6.131 -0.125 0.205 -0.361
C 3.082 -0.826 -5.655 0.382 -0.103 -0.311
H -0.962 -0.791 0.538 -0.127 0.338 -0.121
C -0.504 2.172 -0.831 -0.088 -0.477 0.495
H -0.605 1.449 -4.215 0.183 0.139 0.175
C 2.367 -0.401 5.226 0.312 -0.034 -0.704
C 0.022 -0.857 -1.949 0.328 0.156 -0.102
H 0.822 1.846 -3.227 -0.213 -0.080 0.028
H -2.025 -2.663 -5.615 0.201 -0.145 -0.041
H -0.126 -1.944 -1.978 0.082 0.333 0.075
C -0.477 -0.989 -4.434 -1.720 0.798 -0.959
C -2.343 -1.248 3.082 0.639 0.009 -0.055
H 3.852 -0.228 -5.155 -0.154 -0.164 -0.225
H -3.735 0.465 3.528 0.077 -0.210 0.095
H -2.448 0.174 0.245 0.276 -0.189 0.026
C -2.532 -0.402 5.216 0.104 -0.395 -0.412
C -1.596 -1.470 5.245 -0.483 0.135 -0.398
C -0.075 1.222 -3.286 0.090 -0.187 -0.127
H 1.248 -1.839 2.416 0.127 0.181 0.131
C 0.313 -0.273 -3.336 -0.148 -0.741 -0.756
H 3.283 1.481 4.439 -0.291 -0.216 -0.079
H 2.548 -0.337 6.300 -0.069 0.054 -0.432
S 0.048 0.862 7.571 0.078 -0.311 1.162
C -2.985 -0.245 3.876 0.310 0.258 0.480
H -1.217 4.114 -1.472 -0.036 -0.191 0.150
O 2.664 -0.838 -3.132 -1.122 0.454 -0.790
H -0.448 -2.537 -6.438 -0.132 -0.159 0.176
O -0.695 1.276 0.356 0.051 0.146 -1.970
C 2.285 0.087 2.976 -0.483 0.389 0.224
H 1.188 3.247 -1.679 -0.049 -0.167 0.186
C -1.478 -1.988 3.931 -0.423 0.152 0.190
H 1.219 3.095 0.084 -0.063 -0.196 -0.188
C -1.222 -0.077 -1.516 0.327 -0.370 -0.448
H -2.551 -1.473 2.036 0.011 0.064 0.307
H 3.058 -0.637 -6.728 0.072 -0.025 0.124
O 1.789 -0.465 -5.176 0.279 0.051 0.475
O -1.111 -0.433 -5.321 0.754 -0.486 1.247
C -0.128 1.583 6.177 -0.409 1.443 -3.002
O -0.394 -2.329 -4.373 0.117 0.575 -0.185
C 1.658 -1.186 3.185 -0.082 -0.068 0.459
H 0.886 -0.640 -1.307 -0.217 -0.053 -0.015
H 1.626 1.685 -0.920 -0.116 0.159 -0.021
H -0.813 -3.988 -5.422 -0.072 0.088 -0.127
H 1.390 -2.402 5.045 -0.095 0.287 -0.134
H -2.867 0.159 6.088 0.208 -0.008 -0.336
H -1.975 1.762 -2.378 0.321 0.028 0.070
C 1.730 -1.486 4.568 0.195 0.559 -0.443
C -1.363 3.417 -0.633 -0.080 0.093 0.109
H -2.429 3.159 -0.584 0.231 0.026 0.029
C -0.964 -2.917 -5.549 -0.049 -0.446 0.003
C 0.974 2.563 -0.846 -0.032 -0.018 0.118
H -1.084 3.941 0.291 -0.070 -0.149 -0.179
N -0.278 2.135 5.113 0.310 -0.991 1.792
```
Forces are in eV/Å.

Its multiplicity is 1. The calculation puts the highest occupied orbital energy at -3.42 eV. The calculation puts the HOMO-LUMO gap at 5.31 eV. The charge is -1.

Results of the Mulliken charge analysis, in e, for atoms 1 through 6: -0.717 0.468 0.112 0.629 -0.296 -1.267

Entry 3:
C24H31BrCl2MnNO5S | ωB97M-V/def2-TZVPD

Geometry as XYZ:
```
66
Properties=species:S:1:pos:R:3:forces:R:3
C -2.426 -2.482 0.160 0.070 0.043 -0.020
H -0.582 -1.092 2.618 0.045 0.010 0.056
C 3.586 3.379 0.057 0.053 0.105 0.067
C -3.890 -1.985 -2.355 -0.061 -0.007 -0.009
C 3.774 3.335 2.443 0.008 -0.077 0.025
H 3.542 5.332 -0.842 0.010 -0.026 -0.022
H -2.833 -4.438 -1.643 -0.002 -0.009 0.007
H -4.679 -3.170 1.730 -0.006 0.038 -0.013
C -0.311 -0.872 0.517 -0.083 -0.078 -0.015
Cl 2.393 -0.429 -3.658 0.033 0.014 -0.124
H 3.956 -1.039 -2.027 -0.021 -0.041 -0.021
H 3.742 1.579 1.202 0.032 -0.034 -0.010
C -0.265 3.268 -2.337 -0.334 -0.106 -0.034
H -4.044 -1.032 2.935 -0.016 0.015 -0.025
Cl 2.389 -2.799 -1.902 0.011 -0.096 0.056
C 3.694 2.659 1.235 -0.059 0.025 -0.004
N 1.972 2.539 -1.942 -0.345 -0.296 -0.022
H 3.747 4.788 4.647 -0.011 -0.027 -0.006
C 3.579 4.770 0.082 -0.022 0.007 0.008
C -1.764 -1.802 -3.591 0.016 0.015 0.042
H -1.275 -4.253 -2.451 0.037 0.002 0.005
C -3.911 -3.690 2.305 -0.015 -0.006 0.010
H -3.573 -4.550 1.725 0.036 -0.022 -0.010
H -1.334 -4.390 2.965 0.003 -0.025 -0.027
C -1.807 -1.979 -0.989 0.000 0.003 0.118
H -4.347 -2.291 -3.297 -0.014 -0.006 -0.029
H -2.315 -2.178 -4.456 0.017 0.026 -0.015
H -2.263 -3.979 4.412 -0.020 -0.012 0.021
H -2.768 -4.255 -3.395 -0.016 -0.012 -0.036
C -1.761 -3.565 3.536 0.009 -0.008 0.043
H 1.486 4.272 -3.066 -0.022 0.003 0.026
O 0.026 -0.661 -1.815 -0.004 -0.082 0.050
H 3.635 6.512 1.313 0.011 -0.001 0.010
C -2.316 -3.929 -2.457 0.002 -0.047 -0.001
H 1.202 4.413 -1.319 0.002 -0.010 -0.071
C -0.694 -1.145 -0.801 -0.002 -0.042 -0.227
C -2.034 -2.205 1.461 -0.004 0.009 -0.008
C -2.755 -2.765 2.685 0.020 -0.016 -0.003
C -0.935 -1.364 1.635 -0.127 -0.066 -0.122
H -3.274 -3.131 0.010 -0.023 -0.014 0.036
H 3.119 6.245 3.876 -0.010 0.009 -0.013
H 3.986 -2.109 -3.486 0.008 -0.030 0.103
O 3.790 1.153 -1.263 0.016 -0.097 -0.068
O -0.457 1.954 -2.158 0.159 0.278 -0.090
H -4.460 -2.445 -1.547 -0.013 0.002 -0.010
O -1.165 4.018 -2.595 0.099 0.056 0.014
C 3.648 5.428 1.296 -0.010 0.041 0.025
H -4.381 -4.067 3.214 -0.013 -0.011 0.021
C 3.749 4.723 2.494 0.002 0.025 -0.080
C 3.868 5.457 3.798 -0.011 0.026 0.086
C 1.176 3.725 -2.173 0.049 0.089 0.055
H -3.989 -0.903 -2.264 0.014 0.035 0.002
H -2.532 -0.921 3.834 0.022 0.007 0.005
C -3.318 -1.605 3.513 -0.009 0.019 0.037
C -2.412 -2.401 -2.338 0.019 0.037 0.029
H 3.869 2.771 3.362 -0.001 -0.013 0.018
H 4.848 5.929 3.885 0.019 0.015 -0.011
Br 1.205 0.260 0.721 0.135 0.104 0.107
H -3.815 -1.985 4.407 -0.023 -0.016 0.027
H -0.939 -2.943 3.892 0.016 0.026 -0.005
O 4.298 3.330 -2.400 0.015 -0.109 -0.053
H -0.723 -2.095 -3.698 0.061 -0.024 0.025
H -1.814 -0.715 -3.600 -0.006 0.041 0.032
S 3.494 2.557 -1.498 0.295 0.113 0.005
C 3.375 -1.620 -2.736 0.071 0.197 -0.094
Mn 1.014 0.879 -1.866 -0.114 0.031 0.126
```
Forces are in eV/Å.

Its multiplicity is 5. Its energy relative to the best compared isomer or geometry (same formula, charge and spin) is 0.000 eV. The calculation puts the highest occupied orbital energy (spin up / spin down) at -8.33 / -8.44 eV. As for the expectation value of S²: 6.05. The calculation puts the HOMO-LUMO gap (spin up / spin down) at 6.90 / 8.26 eV. The charge is 0.

Results of the Mulliken charge analysis, in e, for atoms 1 through 6: -0.231 0.439 -0.112 -1.632 -0.934 0.531

Entry 4:
C24H31ClFN3O | ωB97M-V/def2-TZVPD

Geometry as XYZ:
```
61
Properties=species:S:1:pos:R:3:forces:R:3
H 4.430 0.630 1.680 0.079 0.001 0.034
H 0.987 0.305 -3.224 0.047 -0.096 0.072
H 0.841 2.821 0.820 -0.114 -0.131 0.093
H -1.261 -3.312 5.817 -0.064 -0.010 0.067
C 0.731 -2.752 5.255 0.090 0.044 0.131
C -0.100 2.131 -2.932 0.082 0.097 -0.243
C -0.945 -3.498 3.714 -0.029 -0.020 -0.148
C 2.957 1.161 0.207 0.109 0.069 0.384
C -2.416 1.346 -0.655 0.169 -0.222 -0.113
H -2.964 -1.181 -0.002 0.006 -0.104 0.088
H -2.373 2.221 -1.307 0.000 -0.016 0.060
H 4.563 -1.755 1.117 -0.044 -0.041 -0.067
H -4.395 1.981 -2.263 -0.052 0.060 -0.030
C -0.941 3.064 -3.524 0.091 -0.099 0.093
H 1.177 -0.911 0.109 -0.047 -0.025 0.005
C -3.828 -0.543 -0.170 0.055 0.016 -0.090
C 1.632 -2.614 4.216 -0.151 -0.073 -0.029
Cl -1.595 1.503 -7.126 -0.068 -0.028 -0.187
N 2.595 -1.339 1.616 -0.004 -0.132 -0.045
H 2.693 0.886 -0.816 -0.030 0.020 -0.094
H -1.226 3.948 -2.972 -0.021 0.094 0.049
C -1.013 1.749 -5.517 0.082 0.028 0.212
O 1.211 3.315 -1.359 0.116 0.221 -0.065
H 1.860 -3.187 0.858 0.107 0.015 0.098
C 1.452 -0.586 1.130 0.002 0.296 0.277
H 2.055 1.184 2.149 -0.036 -0.006 0.013
H -0.989 -0.141 0.026 0.060 -0.043 -0.082
H -5.099 1.814 -0.636 -0.031 0.023 0.031
H 2.634 -2.260 4.402 0.137 0.059 0.022
C 0.304 1.018 -3.662 -0.052 0.149 0.075
C -0.557 -3.199 5.007 -0.010 0.007 -0.059
N -3.493 0.495 -1.123 0.012 0.079 0.021
H -0.260 1.584 1.475 -0.042 0.018 -0.032
C -0.028 -3.349 2.690 0.141 0.031 0.167
C 0.443 2.391 -1.558 -0.072 -0.072 -0.111
C 1.767 0.909 1.129 -0.261 0.018 -0.332
C 3.732 -1.159 0.731 0.279 0.140 0.120
H -2.070 3.594 -5.268 -0.056 0.044 -0.062
N 0.048 1.537 -0.581 0.121 -0.077 0.179
C -4.664 1.266 -1.487 0.060 -0.032 -0.016
C 2.261 -2.746 1.787 0.023 0.019 -0.090
H -2.585 1.702 0.378 -0.012 0.054 -0.040
C 1.273 -2.916 2.908 -0.221 -0.191 -0.191
H 3.182 -3.277 2.047 -0.058 0.001 -0.071
C -1.409 2.874 -4.811 -0.016 -0.054 -0.077
F -0.433 -3.629 1.427 0.049 0.039 0.097
H -1.942 -3.842 3.487 -0.093 -0.036 -0.042
H 1.033 -2.513 6.264 0.032 0.018 0.089
H -4.163 -0.136 0.798 -0.012 0.015 0.040
H -5.420 0.592 -1.887 -0.086 0.028 -0.024
H -4.627 -1.156 -0.583 -0.024 -0.083 0.042
H 3.503 -1.514 -0.292 0.012 -0.029 0.014
H 0.163 -0.038 -5.522 0.014 -0.060 -0.068
H 3.219 2.219 0.206 -0.020 0.032 -0.072
H -1.012 0.135 -1.722 -0.033 -0.052 0.173
H 0.609 -0.784 1.799 -0.054 -0.004 -0.089
C 0.547 1.768 0.763 0.446 0.101 0.279
H 4.984 0.432 0.010 0.056 0.010 0.023
C -0.150 0.823 -4.954 -0.044 0.022 -0.086
C 4.131 0.312 0.680 -0.105 -0.170 -0.263
C -1.062 0.623 -0.747 -0.514 0.035 -0.134
```
Forces are in eV/Å.

Its multiplicity is 1. Its energy relative to the best compared isomer or geometry (same formula, charge and spin) is 0.053 eV. As for the SMILES: CN(C)CCN(C[C@@H]1CCCN(Cc2ccccc2F)C1)C(=O)c1ccc(Cl)cc1. The calculation puts the highest occupied orbital energy at -8.72 eV. The calculation puts the HOMO-LUMO gap at 9.44 eV. The charge is 0.

Results of the Mulliken charge analysis, in e, for atoms 1 through 6: 0.379 0.472 0.635 0.373 -0.750 0.066